DFT (the ωB97M-V functional and the def2-TZVPD basis) results for a cluster of 14 separate species, C40H82O40 in total.

The geometry in ORCA input format:
```
! wB97M-V def2-TZVPD RIJCOSX def2/J DEFGRID3
* xyz 0 1
C 6.34 0.32 -3.93
O 5.31 0.98 -3.37
H 7.19 0.90 -4.30
H 6.84 -0.45 -3.35
H 6.04 -0.09 -4.90
H 5.57 1.17 -2.47
C 2.26 2.61 3.15
O 1.78 2.17 4.42
C 1.65 3.05 5.47
O 1.89 4.26 5.31
O 1.28 2.41 6.53
C 0.90 3.19 7.72
H 3.16 3.19 3.32
H 1.54 3.26 2.64
H 2.35 1.84 2.37
H 0.42 2.63 8.52
H 0.19 3.99 7.49
H 1.74 3.72 8.17
C 3.67 -1.03 3.84
O 4.07 -1.21 2.50
C 5.10 -2.05 2.12
O 5.87 -2.69 2.91
O 5.17 -2.09 0.78
C 6.10 -2.95 0.17
H 2.60 -0.88 3.79
H 4.18 -0.15 4.24
H 3.81 -1.96 4.39
H 5.60 -3.89 -0.01
H 7.07 -3.11 0.65
H 6.09 -2.73 -0.90
C 2.87 0.36 -5.87
O 1.81 -0.40 -5.29
C 1.86 -1.78 -5.39
O 2.70 -2.46 -6.00
O 0.79 -2.29 -4.75
C 0.56 -3.69 -4.87
H 3.83 0.29 -5.34
H 2.63 1.41 -6.02
H 3.10 -0.03 -6.86
H 1.48 -4.28 -4.76
H -0.05 -3.97 -5.73
H -0.07 -3.87 -4.00
C -0.53 -3.86 1.04
O -0.90 -4.02 2.38
C -2.17 -4.02 2.68
O -3.17 -3.86 1.98
O -2.25 -4.37 4.00
C -3.51 -4.73 4.55
H 0.52 -4.13 1.00
H -0.72 -2.91 0.56
H -1.08 -4.63 0.50
H -4.21 -5.27 3.91
H -4.12 -3.85 4.74
H -3.36 -5.33 5.45
C -5.07 -0.55 -4.71
O -4.47 -1.08 -3.49
C -4.60 -2.34 -3.07
O -5.24 -3.19 -3.68
O -3.98 -2.47 -1.88
C -4.01 -3.73 -1.22
H -6.16 -0.64 -4.76
H -4.56 -0.90 -5.60
H -4.83 0.51 -4.77
H -4.16 -3.52 -0.17
H -3.05 -4.24 -1.29
H -4.84 -4.40 -1.48
C 4.29 -7.64 0.57
O 4.24 -6.27 0.15
C 3.68 -5.94 -1.07
O 3.32 -6.72 -1.90
O 3.54 -4.63 -1.08
C 2.80 -4.01 -2.09
H 4.72 -8.30 -0.18
H 3.37 -8.14 0.84
H 4.98 -7.79 1.41
H 2.69 -2.96 -1.85
H 1.83 -4.51 -2.16
H 3.20 -4.14 -3.10
C -0.97 0.18 -4.16
O -1.13 1.58 -4.27
C -0.18 2.45 -3.91
O 0.97 2.14 -3.67
O -0.64 3.74 -3.99
C 0.21 4.85 -3.67
H -0.22 -0.10 -3.42
H -0.68 -0.30 -5.10
H -1.95 -0.19 -3.83
H 0.45 4.85 -2.61
H -0.05 5.86 -3.99
H 1.11 4.66 -4.27
C -1.69 -0.53 -0.01
O -0.54 -0.93 -0.80
C 0.71 -0.38 -0.51
O 0.94 0.29 0.48
O 1.53 -0.75 -1.51
C 2.81 -0.18 -1.60
H -2.18 0.38 -0.36
H -1.57 -0.60 1.07
H -2.43 -1.32 -0.14
H 2.90 0.84 -1.21
H 3.22 -0.24 -2.61
H 3.43 -0.81 -0.97
C -2.39 2.85 4.17
O -2.00 2.42 2.86
C -1.35 3.34 2.10
O -0.88 4.39 2.53
O -1.13 2.83 0.88
C -0.44 3.60 -0.03
H -3.15 3.64 4.13
H -1.62 3.23 4.84
H -2.87 2.04 4.72
H -1.01 4.51 -0.24
H -0.37 3.02 -0.95
H 0.54 3.89 0.34
C 3.64 3.69 -2.05
O 3.54 3.92 -0.67
C 3.14 5.06 -0.13
O 2.74 5.99 -0.83
O 3.15 5.00 1.20
C 2.66 6.00 2.06
H 4.53 3.10 -2.30
H 3.93 4.63 -2.51
H 2.70 3.22 -2.33
H 1.85 6.57 1.62
H 3.48 6.65 2.37
H 2.16 5.53 2.91
C 0.01 -0.92 3.49
O 0.45 -0.89 4.86
C -0.32 -0.38 5.83
O -1.35 0.20 5.62
O 0.24 -0.66 6.98
C -0.30 -0.16 8.18
H -1.04 -1.21 3.36
H 0.68 -1.57 2.93
H 0.03 0.09 3.06
H -1.07 -0.72 8.71
H -0.73 0.85 8.20
H 0.51 -0.16 8.91
C -3.64 2.91 -1.63
O -4.09 3.57 -2.86
C -5.19 3.07 -3.57
O -5.83 2.04 -3.31
O -5.39 3.87 -4.61
C -6.40 3.49 -5.54
H -2.82 3.40 -1.12
H -3.24 1.96 -2.00
H -4.46 2.80 -0.91
H -6.14 2.51 -5.94
H -6.49 4.07 -6.46
H -7.34 3.42 -4.99
C -6.33 0.19 -0.76
O -5.77 -0.62 0.31
C -4.83 -0.09 1.11
O -4.20 0.94 0.90
O -4.77 -0.86 2.23
C -3.89 -0.56 3.32
H -7.11 -0.39 -1.25
H -5.60 0.25 -1.57
H -6.74 1.17 -0.49
H -4.38 0.33 3.73
H -2.88 -0.39 2.94
H -3.98 -1.27 4.14
*
```

The HOMO energy comes out at -10.5 eV.

Mulliken atomic charge list, values in e, 2 entries: -0.777 -0.327



DFT (the ωB97M-V functional and the def2-TZVPD basis) results for a structure of composition C29H41AuN4O4STe.

The geometry in ORCA input format:
```
! wB97M-V def2-TZVPD RIJCOSX def2/J DEFGRID3
* xyz 1 2
Au -0.11 -0.34 0.29
C -4.23 2.72 -1.13
N -3.42 2.41 0.04
C -4.17 2.24 1.27
C -2.15 1.99 -0.02
O -1.57 1.49 0.95
C -1.39 2.20 -1.33
O -0.03 2.19 -0.99
C 0.90 1.78 -1.94
C 2.03 1.13 -1.14
O 1.78 0.69 0.00
N 3.24 1.06 -1.67
C 4.35 0.47 -0.92
C 3.56 1.59 -2.99
H -5.01 1.96 -1.23
H -3.64 2.71 -2.04
H -4.69 3.70 -1.02
H -4.75 1.31 1.24
H -4.86 3.08 1.38
H -3.48 2.22 2.11
H -1.66 3.15 -1.80
H -1.65 1.37 -2.01
H 1.27 2.63 -2.52
H 0.50 1.03 -2.63
H 3.99 0.12 0.04
H 5.13 1.22 -0.78
H 4.75 -0.37 -1.48
H 2.74 1.44 -3.68
H 4.42 1.04 -3.37
H 3.82 2.65 -2.94
S 0.86 -2.18 -1.05
C 2.26 -2.35 -0.13
N 3.22 -2.49 0.50
C -4.15 -2.09 0.56
C -2.89 -1.35 0.18
O -2.95 -0.52 -0.72
N -1.71 -1.57 0.81
Te -0.98 -2.94 2.05
C -2.54 -4.28 2.56
C -2.99 -5.04 1.47
C -2.44 -4.92 0.06
C -3.97 -5.99 1.69
C -4.49 -6.22 2.95
C -5.56 -7.25 3.18
C -3.98 -5.50 4.02
C -2.99 -4.53 3.86
C -2.46 -3.85 5.10
C -0.70 -1.61 3.65
C -1.67 -0.69 4.05
C -3.06 -0.66 3.47
C -1.33 0.23 5.02
C -0.06 0.27 5.59
C 0.30 1.29 6.63
C 0.88 -0.67 5.17
C 0.59 -1.62 4.20
C 1.66 -2.60 3.80
H -4.92 -1.34 0.76
H -4.07 -2.74 1.43
H -4.49 -2.67 -0.30
H -1.94 -3.98 -0.17
H -3.25 -5.03 -0.66
H -1.73 -5.72 -0.12
H -4.34 -6.57 0.85
H -5.84 -7.75 2.26
H -6.45 -6.80 3.62
H -5.21 -8.02 3.88
H -4.34 -5.70 5.02
H -2.76 -4.42 5.98
H -2.84 -2.84 5.22
H -1.37 -3.80 5.10
H -3.05 -0.11 2.53
H -3.75 -0.17 4.16
H -3.45 -1.66 3.27
H -2.07 0.95 5.35
H -0.58 1.83 6.98
H 1.00 2.02 6.21
H 0.78 0.83 7.49
H 1.87 -0.66 5.61
H 2.52 -2.51 4.46
H 2.02 -2.43 2.78
H 1.32 -3.64 3.85
*
```

The HOMO energy (alpha / beta) comes out at -10.2 / -11.2 eV. Its expectation value of S² is 0.76.

Mulliken atomic charge list, values in e, 2 entries: 0.635 -1.090



DFT (the ωB97M-V functional and the def2-TZVPD basis) results for the ion C4H9N2O2 with charge -1.

The geometry in ORCA input format:
```
! wB97M-V def2-TZVPD RIJCOSX def2/J DEFGRID3
* xyz -1 1
C -0.11 -0.86 -1.97
C -0.87 -0.16 -0.87
C 0.06 0.24 0.26
C -1.08 1.12 1.44
N 0.88 -0.72 0.71
N 1.96 -0.36 1.31
O 2.21 0.88 1.42
O 2.69 -1.25 1.72
H 0.56 -1.74 -1.76
H 0.56 -0.23 -2.43
H -0.72 -1.05 -2.93
H -1.46 0.59 -1.35
H -1.56 -0.97 -0.40
H 0.68 1.11 0.14
H -1.40 1.92 0.81
H -1.88 0.33 1.57
H -0.52 1.14 2.33
*
```

The HOMO energy comes out at -3.5 eV.

Mulliken atomic charge list, values in e, 2 entries: -1.379 -0.190



DFT (the ωB97M-V functional and the def2-TZVPD basis) results for a cluster of 2 separate species, C2H6BrClP in total.

The geometry in ORCA input format:
```
! wB97M-V def2-TZVPD RIJCOSX def2/J DEFGRID3
* xyz 1 1
C -0.79 -0.57 -1.87
C 0.45 0.45 2.10
P -1.21 -0.55 0.01
Cl -1.88 -2.34 0.54
Br -2.89 0.85 0.04
H -0.49 0.43 -2.17
H -1.78 -0.72 -2.49
H -0.05 -1.45 -2.22
H -0.17 1.32 2.28
H 1.49 0.59 1.66
H 0.33 -0.39 2.77
*
```

The HOMO energy (alpha / beta) comes out at -14.4 / -14.4 eV.

Mulliken atomic charge list, values in e, 2 entries: -0.882 -0.612



Electronic energy values (in Eh) by entry order: -4582.817717; -2451.285669; -417.672281; -3455.031156.
ΔE to the lowest compared entry with this formula, charge and spin values (in eV) by entry order: 3.124; 0.055; 5.724; 2.310.
Max |F| values (in Eh/bohr) by entry order: 0.0963; 0.0032; 0.1088; 0.0586.